## P
{"formula": "C3H4N2O2", "method": "wB97M-V/def2-TZVPD", "e_homo_ha": -0.3575, "mol_weight_g_mol": 100.08, "lumo_energy_ev": -0.10, "orbital_gap_ev": 9.62, "multiplicity": 1, "symbols": ["H", "N", "C", "C", "O", "N", "C", "O", "H", "H", "H"], "coordinates": [[-0.987, -2.353, -0.262], [-0.749, -1.371, -0.171], [0.490, -1.118, -0.115], [0.833, 0.336, 0.017], [2.154, 0.569, 0.087], [-0.019, 1.268, 0.060], [-1.405, 1.024, 0.089], [-2.160, 1.286, -0.809], [1.304, -1.850, -0.153], [2.276, 1.530, 0.172], [-1.737, 0.677, 1.086]]}


## Q
{"formula": "C3H4N2O2", "method": "wB97M-V/def2-TZVPD", "e_homo_ha": -0.3124, "mol_weight_g_mol": 100.08, "lumo_energy_ev": 0.77, "orbital_gap_ev": 9.27, "multiplicity": 1, "symbols": ["O", "C", "C", "N", "C", "O", "N", "H", "H", "H", "H"], "coordinates": [[2.237, 0.819, 0.364], [1.004, 0.281, 0.141], [0.765, -1.016, -0.200], [-0.723, -1.049, -0.262], [-1.093, 0.208, 0.055], [-2.379, 0.582, 0.139], [-0.116, 1.036, 0.298], [2.599, 1.083, -0.492], [1.498, -1.783, 0.088], [-1.472, -1.645, -0.635], [-2.317, 1.483, 0.504]]}


## R
{"formula": "C3H4N2O2", "method": "wB97M-V/def2-TZVPD", "e_homo_ha": -0.3401, "mol_weight_g_mol": 100.08, "lumo_energy_ev": -0.46, "orbital_gap_ev": 8.79, "multiplicity": 1, "symbols": ["H", "N", "N", "C", "C", "C", "O", "O", "H", "H", "H"], "coordinates": [[-0.849, 1.254, -1.579], [-1.338, 1.435, -0.697], [-1.565, 0.621, 0.193], [-1.024, -0.658, 0.230], [0.289, -0.816, 0.143], [1.226, 0.192, 0.087], [2.195, 0.247, -0.657], [0.954, 1.202, 0.887], [-1.699, -1.428, 0.484], [0.563, -1.811, 0.038], [1.499, 1.878, 0.629]]}


Most stable: Q. Least stable: R.


## P
{"formula": "C3H4N2O2", "method": "wB97M-V/def2-TZVPD", "e_homo_ha": [-0.3781, -0.3450], "mol_weight_g_mol": 100.08, "lumo_energy_ev": [-1.28, -1.60], "orbital_gap_ev": [9.01, 7.78], "multiplicity": 1, "symbols": ["C", "C", "C", "N", "N", "O", "O", "H", "H", "H", "H"], "coordinates": [[1.132, -1.992, -0.061], [-0.378, -0.093, -0.227], [0.731, -0.781, 0.465], [1.247, -3.049, -0.530], [2.671, 0.618, -0.001], [3.615, 0.397, 0.657], [2.356, 1.465, -0.811], [-0.062, 0.934, -0.327], [-1.379, -0.316, 0.299], [-0.422, -0.411, -1.214], [0.715, -0.517, 1.547]]}


## Q
{"formula": "C3H4N2O2", "method": "wB97M-V/def2-TZVPD", "e_homo_ha": -0.3035, "mol_weight_g_mol": 100.08, "lumo_energy_ev": 0.56, "orbital_gap_ev": 8.82, "multiplicity": 1, "symbols": ["N", "C", "C", "O", "C", "O", "N", "H", "H", "H", "H"], "coordinates": [[1.487, -0.564, -1.002], [0.448, -0.254, -0.128], [0.003, -0.873, 0.973], [-1.098, -0.185, 1.475], [-1.326, 0.907, 0.695], [-2.200, 1.719, 0.865], [-0.375, 0.858, -0.306], [1.532, 0.054, -1.800], [1.448, -1.523, -1.325], [0.300, -1.777, 1.479], [-0.218, 1.639, -0.926]]}


Most stable: Q. Least stable: P.